No. 1
ORCA calculation (wB97M-V/def2-TZVPD) on C20H49F7GaN7O2P3 as an isolated structure in a non-equilibrium geometry.

Structure (ORCA input):
```
! RIJCOSX wB97M-V def2-TZVPD def2/J DEFGRID3
* xyz -1 1
C -0.25 -2.43 1.03
C -0.52 -0.94 0.83
C -0.51 -0.45 -0.62
N -0.71 -0.16 1.81
Ga -2.51 0.25 2.37
P -3.88 -1.54 1.70
C -3.97 -1.79 -0.13
C -5.61 -1.41 2.37
C -2.96 2.11 1.49
F -2.14 2.41 0.44
F -2.72 3.12 2.44
C -4.40 2.38 1.04
F -4.43 3.51 0.24
F -4.91 1.39 0.28
C -5.38 2.68 2.21
F -5.06 2.05 3.32
F -5.42 3.98 2.48
F -6.62 2.30 1.88
H -0.92 -2.81 1.81
H -0.39 -3.00 0.11
H 0.76 -2.60 1.40
H 0.21 0.37 -0.73
H -0.25 -1.24 -1.32
H -1.51 -0.09 -0.88
H -2.52 0.29 3.95
H -4.01 -0.88 -0.73
H -3.09 -2.35 -0.46
H -4.83 -2.43 -0.34
H -6.38 -1.48 1.59
H -5.77 -2.25 3.05
H -5.79 -0.50 2.94
O -0.84 3.75 -3.59
P -0.77 5.22 -3.80
N 0.85 5.59 -3.37
C 1.29 6.79 -2.69
C 1.87 4.90 -4.15
N -1.88 5.79 -2.65
C -1.67 7.00 -1.87
C -2.56 4.79 -1.82
N -1.06 6.58 -4.82
C -2.39 6.45 -5.48
C -0.10 6.83 -5.90
H 0.91 7.72 -3.13
H 2.38 6.85 -2.70
H 1.00 6.77 -1.64
H 1.92 5.23 -5.20
H 1.67 3.82 -4.17
H 2.86 5.04 -3.71
H -0.98 6.83 -1.02
H -2.62 7.33 -1.44
H -1.30 7.82 -2.47
H -1.90 4.38 -1.05
H -2.94 3.97 -2.42
H -3.42 5.25 -1.33
H -2.44 5.58 -6.14
H -2.60 7.35 -6.06
H -3.17 6.35 -4.73
H -0.01 5.99 -6.60
H 0.88 7.08 -5.52
H -0.43 7.70 -6.47
O 2.04 -4.71 2.17
P 3.24 -5.51 2.53
N 4.47 -4.83 1.56
C 5.54 -5.56 0.92
C 4.72 -3.41 1.78
N 2.79 -7.06 1.96
C 3.71 -7.98 1.31
C 1.47 -7.16 1.34
N 4.24 -6.20 3.75
C 3.40 -6.77 4.84
C 5.21 -5.32 4.41
H 6.09 -6.24 1.58
H 6.28 -4.86 0.51
H 5.18 -6.14 0.07
H 5.17 -3.19 2.76
H 3.78 -2.85 1.74
H 5.37 -3.00 1.02
H 3.88 -7.72 0.26
H 3.28 -8.99 1.33
H 4.66 -8.04 1.83
H 1.45 -6.73 0.34
H 0.71 -6.67 1.94
H 1.19 -8.22 1.27
H 2.82 -5.99 5.36
H 4.04 -7.27 5.58
H 2.71 -7.51 4.45
H 4.75 -4.46 4.90
H 5.96 -4.96 3.71
H 5.75 -5.89 5.16
*
```

Output
Orbital gap: 5.583 eV
HOMO energy: -0.1251 Eh
LUMO level: 2.2 eV
E: -4973.1437 Ha

No. 2
ORCA calculation (wB97M-V/def2-TZVPD) on a 3-piece molecular cluster, C20H49FN2P overall in a non-equilibrium geometry.

Structure (ORCA input):
```
! RIJCOSX wB97M-V def2-TZVPD def2/J DEFGRID3
* xyz 1 1
C 2.64 -3.21 1.21
C 3.23 -1.78 0.85
C 3.01 -1.35 -0.66
C 1.64 -0.54 -0.90
P 0.16 -1.72 -0.94
F 0.78 -3.22 -1.25
C -0.70 -1.55 0.71
C -1.58 -0.21 0.64
C -1.61 -2.78 1.13
C -2.15 -3.67 -0.07
H 2.84 -3.93 0.35
H 1.50 -3.09 1.24
H 3.01 -3.64 2.18
H 2.78 -1.05 1.59
H 4.35 -1.81 1.04
H 3.86 -0.67 -0.97
H 3.09 -2.25 -1.34
H 1.47 0.21 -0.07
H 1.69 0.09 -1.85
H -0.76 -1.32 -1.96
H 0.07 -1.40 1.53
H -2.29 -0.11 1.51
H -2.14 -0.24 -0.35
H -0.92 0.71 0.57
H -1.09 -3.41 1.92
H -2.53 -2.35 1.64
H -2.88 -4.41 0.37
H -2.77 -3.03 -0.78
H -1.36 -4.28 -0.60
C -5.05 1.54 2.21
C -5.87 1.37 3.48
N -6.07 -0.02 3.87
C -7.06 -0.18 4.93
C -6.75 0.42 6.30
C -4.86 -0.82 4.02
C -3.81 -0.35 5.03
H -5.50 0.99 1.38
H -5.02 2.60 1.93
H -4.02 1.21 2.33
H -6.85 1.83 3.30
H -5.39 1.96 4.28
H -7.28 -1.25 5.05
H -8.00 0.25 4.57
H -6.02 -0.17 6.84
H -7.66 0.44 6.91
H -6.39 1.45 6.23
H -4.38 -0.90 3.04
H -5.14 -1.85 4.26
H -3.63 0.73 4.97
H -2.86 -0.85 4.82
H -4.09 -0.61 6.05
C 5.39 3.34 -6.84
C 4.59 3.20 -5.55
N 4.38 1.82 -5.13
C 3.40 1.68 -4.06
C 3.73 2.30 -2.71
C 5.58 1.00 -4.98
C 6.65 1.48 -3.99
H 4.92 2.78 -7.65
H 5.43 4.39 -7.13
H 6.42 3.00 -6.72
H 3.61 3.66 -5.72
H 5.08 3.79 -4.76
H 3.17 0.62 -3.92
H 2.46 2.12 -4.42
H 4.46 1.71 -2.16
H 2.83 2.34 -2.09
H 4.10 3.33 -2.80
H 6.05 0.90 -5.96
H 5.29 -0.02 -4.72
H 6.84 2.55 -4.07
H 7.59 0.97 -4.20
H 6.38 1.25 -2.96
*
```

Output
Orbital gap: 6.355 eV
HOMO energy: -0.3706 Eh
LUMO level: -3.7 eV
E: -1341.8527 Ha